No. 1
This record from OMol25 describes a molecular structure, C26H45AsBr3MgNO2Si2. The level of theory is the ωB97M-V functional and the def2-TZVPD basis.

Geometry as XYZ:
```
81
Properties=species:S:1:pos:R:3:forces:R:3
C -3.570243 1.272975 -4.092508 -0.068 0.145 -0.062
Mg -0.130932 0.059374 0.573986 -0.001 0.332 -0.439
H -0.728228 3.558543 -6.159644 -0.072 0.046 0.060
H -2.709214 -3.983721 6.728883 0.004 -0.074 -0.024
O 0.046650 -0.891226 -1.024834 0.020 -0.106 -0.066
C 3.230623 -2.180676 4.729189 -0.016 0.001 -0.024
H -1.862012 -1.518676 -3.942947 -0.049 -0.031 0.022
H 2.759274 0.027615 6.285386 -0.066 -0.040 -0.033
H -1.846857 4.202722 -1.466707 -0.048 0.060 -0.097
H 2.669787 -3.147545 -3.788671 -0.009 0.020 0.000
As -0.210697 1.458940 -3.168387 -0.145 0.176 -0.047
C -0.856032 -6.233081 4.858625 -0.004 -0.008 0.020
H -1.653387 4.976298 -5.618725 0.032 -0.128 0.027
C 1.063829 -4.349301 -1.034746 0.085 0.024 -0.140
N 0.448434 -2.094212 -1.514422 -0.012 -0.089 0.144
H 0.956107 -5.217868 -0.396807 -0.029 0.029 0.016
H -3.786183 2.339683 -3.962665 0.013 -0.164 -0.042
Si -2.366653 0.613235 -2.792766 -0.182 -0.206 -0.083
C 1.899534 -4.392980 -2.174657 -0.034 0.026 0.004
Br -0.588074 2.548301 2.383588 -0.299 -0.037 0.250
H 0.997206 4.830484 -2.471501 -0.009 -0.002 -0.133
H -3.427332 -1.604752 -3.103603 0.094 0.055 -0.023
C 0.374083 -3.220968 -0.708039 0.029 0.019 0.083
H 3.483894 0.357366 4.022055 -0.037 -0.047 -0.012
H 1.043334 4.117956 1.344617 -0.026 0.063 0.016
H 0.511699 5.741301 -3.918704 0.001 -0.096 0.053
C 2.082502 -1.165638 4.594263 -0.098 -0.017 -0.001
H 1.378574 -1.136281 -3.109552 -0.005 0.063 -0.003
H -2.508262 -3.918653 3.611296 0.086 0.045 0.002
H 1.060618 -3.209765 5.841465 -0.050 0.022 -0.077
C 0.780813 -1.904436 4.194086 0.067 0.060 0.010
H 4.156399 -1.654100 4.978516 -0.020 -0.030 -0.001
C 0.404412 -2.972016 5.013024 -0.013 -0.003 0.060
C 1.847211 -0.481391 5.953417 -0.027 -0.010 -0.013
C 1.021104 3.034486 1.405091 -0.068 -0.116 -0.302
C -3.109992 1.035422 -1.115766 0.138 0.078 0.044
H -0.275365 -3.135874 0.151073 0.019 0.019 -0.044
H -1.079034 -7.134507 5.442593 0.012 0.088 -0.054
C -0.741997 -3.741268 4.849390 0.076 0.013 -0.021
H -2.131982 5.522574 -2.616080 0.009 -0.098 -0.035
H 1.824837 0.714847 3.514160 0.009 -0.033 -0.022
C -2.513130 -4.919593 6.197728 -0.007 0.035 0.025
C 1.327694 -2.074645 -2.582058 0.028 -0.088 -0.008
H 1.541351 4.301407 -4.070337 -0.085 0.054 0.048
Si -0.845841 3.665436 -3.673073 0.051 0.245 0.009
H 1.867718 2.654851 1.974145 0.014 -0.085 -0.055
C 0.698616 4.735976 -3.521556 0.146 -0.028 0.061
C 2.561880 -0.079741 3.623508 -0.125 0.007 -0.047
Br 0.441545 2.247996 -0.789088 0.320 0.095 0.104
C -1.585018 -3.381999 3.802781 -0.051 -0.028 0.003
Br -2.455628 -1.861604 1.583304 0.066 0.095 0.020
H -1.904020 -1.769029 -2.196242 -0.082 0.120 -0.166
O 0.202320 -0.626661 2.230359 0.287 -0.440 0.818
H -4.519779 0.724259 -4.034027 0.125 0.066 0.008
H 3.380115 -2.712275 3.786070 0.009 0.021 0.042
H -3.157687 2.115526 -0.963514 -0.043 -0.020 0.011
C -2.113115 4.431988 -2.504674 -0.078 -0.108 0.123
C 2.020407 -3.194646 -2.923520 -0.042 -0.089 0.067
H -2.403473 3.366334 -5.619700 0.142 0.095 0.008
C -1.058402 -4.967121 5.707340 0.005 -0.003 -0.020
H -2.707258 -5.752862 6.880714 -0.007 0.031 -0.051
H -3.159479 1.133555 -5.098692 -0.070 -0.005 0.089
C -0.147090 -5.056227 6.933206 -0.017 0.029 0.010
H 0.903774 -5.157106 6.649940 -0.064 -0.002 0.029
H 1.049871 0.261965 5.864842 0.057 -0.037 0.022
H 1.556238 -1.200598 6.723133 0.017 0.032 -0.027
C -1.243501 -2.328234 2.987296 -0.017 0.020 -0.055
H 0.176701 -6.293489 4.505207 -0.052 -0.010 0.018
H 3.046369 -2.920182 5.510853 0.026 0.025 -0.037
H 2.449722 -5.285522 -2.440543 -0.030 0.068 0.028
H -0.418316 -5.934470 7.524785 0.013 0.027 -0.006
C -2.392600 -1.246991 -3.025951 0.043 -0.153 0.147
H 2.773063 -0.487552 2.635282 -0.011 0.017 -0.009
C -1.470316 3.909314 -5.434261 -0.099 -0.109 -0.143
H -3.124237 4.052934 -2.686165 0.096 0.060 0.042
C -0.056072 -1.565497 3.100197 0.016 0.060 -0.172
H -1.508245 -6.218854 3.982293 0.028 -0.020 0.032
H -2.534682 0.622319 -0.282747 -0.038 -0.023 -0.001
H -3.224117 -4.995213 5.371195 0.057 0.024 0.060
H -0.253946 -4.170814 7.566792 0.040 -0.055 -0.022
H -4.118952 0.618936 -1.034775 0.020 0.026 -0.025
```
Positions in Å, forces in eV/Å.

Its total charge is -1. As for the HOMO energy (spin up / spin down): -2.289 / -3.836 eV. Its spin multiplicity is 2. The expectation value of S² is 0.77.

Charges obtained by Löwdin population analysis, quoted in units of e: number 1, C, carries -0.24; number 2, Mg, carries 0.40; number 3, H, carries 0.02; number 4, H, carries 0.09; number 5, O, carries -0.38; number 6, C, carries -0.06; number 7, H, carries 0.03; number 8, H, carries 0.08; number 9, H, carries 0.01; number 10, H, carries 0.09; number 11, As, carries 0.62; number 12, C, carries -0.05; number 13, H, carries 0.02; number 14, C, carries -0.12; number 15, N, carries -0.21; number 16, H, carries 0.09; number 17, H, carries 0.00; number 18, Si, carries 0.20; number 19, C, carries -0.14; number 20, Br, carries 0.51; number 21, H, carries 0.01; number 22, H, carries 0.03; number 23, C, carries -0.07; number 24, H, carries 0.08; number 25, H, carries -0.05; number 26, H, carries 0.02; number 27, C, carries -0.52; number 28, H, carries 0.07; number 29, H, carries 0.10; number 30, H, carries 0.09; number 31, C, carries -0.07; number 32, H, carries 0.08; number 33, C, carries 0.00; number 34, C, carries -0.05; number 35, C, carries -0.80; number 36, C, carries -0.21; number 37, H, carries 0.07; number 38, H, carries 0.08; number 39, C, carries -0.19; number 40, H, carries 0.03; number 41, H, carries 0.06; number 42, C, carries -0.06; number 43, C, carries -0.08; number 44, H, carries 0.02; number 45, Si, carries 0.15; number 46, H, carries -0.05; number 47, C, carries -0.26; number 48, C, carries -0.06; number 49, Br, carries 0.37; number 50, C, carries -0.10; number 51, Br, carries 0.83; number 52, H, carries 0.01; number 53, O, carries -0.27; number 54, H, carries 0.03; number 55, H, carries 0.09; number 56, H, carries 0.02; number 57, C, carries -0.24; number 58, C, carries -0.12; number 59, H, carries 0.00; number 60, C, carries -0.56; number 61, H, carries 0.08; number 62, H, carries 0.02; number 63, C, carries -0.07; number 64, H, carries 0.08; number 65, H, carries 0.09; number 66, H, carries 0.07; number 67, C, carries -0.53; number 68, H, carries 0.09; number 69, H, carries 0.07; number 70, H, carries 0.07; number 71, H, carries 0.08; number 72, C, carries -0.22; number 73, H, carries 0.09; number 74, C, carries -0.24; number 75, H, carries 0.01; number 76, C, carries -0.37; number 77, H, carries 0.08; number 78, H, carries -0.03; number 79, H, carries 0.07; number 80, H, carries 0.09; number 81, H, carries 0.04

No. 2
This record from OMol25 describes C3H4N2O2 in the gas phase at a distorted geometry. The level of theory is the ωB97M-V functional and the def2-TZVPD basis.

Geometry as XYZ:
```
11
Properties=species:S:1:pos:R:3:forces:R:3
H -2.149087 1.088118 -1.151264 0.908 -1.184 1.171
O -0.333466 0.078793 1.402653 0.842 -0.813 -1.721
O 1.703749 -0.219051 2.364361 -1.327 -1.787 -2.500
N -1.957621 0.447562 -0.337654 0.751 -3.250 0.821
H 0.128276 0.463464 -1.936257 0.840 -1.958 3.076
C 1.411085 -0.342486 -0.131744 4.323 -4.057 2.862
H -2.020996 -0.621517 -0.506277 -1.599 2.605 -0.637
C 1.046459 -0.382220 1.332623 1.099 3.449 1.540
N -0.583737 0.373909 0.075099 -3.032 2.767 -1.072
C 0.345507 0.010998 -0.808825 -0.948 2.611 -3.054
H 2.409832 -0.897570 -0.302715 -1.857 1.617 -0.485
```
Positions in Å, forces in eV/Å.

As for the HOMO energy: -8.679 eV. Its spin multiplicity is 1.

Charges obtained by Löwdin population analysis, quoted in units of e: number 1, H, carries 0.11; number 2, O, carries 0.07; number 3, O, carries 0.06; number 4, N, carries 0.08; number 5, H, carries 0.20; number 6, C, carries -0.02; number 7, H, carries 0.13; number 8, C, carries -0.37; number 9, N, carries -0.27; number 10, C, carries -0.13; number 11, H, carries 0.14

Record-wise E values, in eV: -325447.128, -10246.363
Record-wise relative energy (zero: lowest compared OMol25 entry of this formula, charge and spin) values, in kJ/mol: 275.76, 569.42